No. 1
{
  "formula": "C12H24Cl12",
  "method": "the ωB97M-V functional and the def2-TZVPD basis",
  "species": ["Cl", "Cl", "Cl", "Cl", "Cl", "Cl", "Cl", "Cl", "Cl", "Cl", "Cl", "Cl", "C", "C", "C", "C", "C", "C", "C", "C", "C", "C", "C", "C", "H", "H", "H", "H", "H", "H", "H", "H", "H", "H", "H", "H", "H", "H", "H", "H", "H", "H", "H", "H", "H", "H", "H", "H"],
  "coordinates": [[5.26931, 3.26456, -1.52091], [-0.88141, 1.27524, 1.47255], [4.62459, 0.49178, -3.61577], [-5.99585, -1.58469, 7.39695], [3.81408, -3.21049, 3.29305], [-0.35604, 9.21924, 1.20734], [2.95380, -5.41016, 0.55867], [-2.58090, -2.66339, 1.17455], [-0.06935, -1.13709, -10.71775], [-7.87662, -2.01534, 4.36619], [-1.61471, -0.66515, -6.75601], [3.05236, 8.90919, 1.06343], [-0.91701, -0.27303, -9.32656], [-7.32558, -2.63185, 7.03727], [0.59796, 8.72387, -0.24920], [-7.28507, -3.21789, 5.62813], [3.30246, -5.84955, 2.27028], [-0.64243, -1.14077, -8.12982], [-1.47452, -1.29082, 0.83042], [5.06886, 1.59832, -1.07213], [-1.66699, -0.22816, 1.91771], [4.08552, 0.77246, -1.93271], [1.88022, 7.91255, 0.18670], [4.36744, -4.88008, 2.88411], [-0.76349, -2.20560, -8.32878], [0.37461, -0.96393, -7.77984], [-8.23866, -2.05823, 7.19639], [5.26215, -4.90293, 2.26194], [3.11557, 1.26450, -2.00476], [-7.96147, -4.07260, 5.63522], [-1.66727, -0.79160, -0.11918], [3.55785, -6.90243, 2.38992], [-0.07974, 8.05552, -0.78034], [2.22514, 7.46606, -0.74592], [-7.32591, -3.44114, 7.76744], [2.31691, -5.75362, 2.72590], [1.60911, 7.03586, 0.77492], [4.67775, -5.37186, 3.80604], [0.82750, 9.59091, -0.86859], [-2.69569, -0.00100, 2.19743], [6.08498, 1.20928, -1.00696], [-0.47468, -1.71651, 0.91514], [-0.41468, 0.67936, -9.15705], [3.96361, -0.19780, -1.45121], [-1.18393, -0.60242, 2.82032], [-1.99878, -0.25231, -9.45864], [4.75187, 1.47017, -0.03715], [-6.29284, -3.50644, 5.28126]],
  "forces_ev_per_a": [[-0.296, 0.807, -0.190], [0.355, 0.516, -0.252], [0.085, 0.067, 0.223], [0.968, 0.730, 0.176], [0.217, -0.935, -0.500], [0.307, 0.138, -0.422], [0.304, -0.336, 0.119], [0.038, 0.279, -0.302], [-0.629, 0.763, 0.496], [0.243, -0.651, 0.741], [-0.810, 0.230, 0.605], [-0.047, -0.269, -0.358], [0.544, -1.024, -0.007], [-0.771, -0.565, -0.446], [0.570, -0.976, 1.147], [-0.426, 0.604, -0.119], [-0.421, 1.523, 0.202], [1.257, -0.335, 0.278], [-0.297, 0.615, 0.721], [0.044, -1.553, 0.266], [0.090, -0.993, 0.833], [0.597, 0.478, 0.340], [-1.839, 0.273, -0.932], [-0.534, -1.631, 0.121], [-0.216, 0.189, 0.009], [0.095, -0.302, -0.293], [-0.018, -0.118, -0.179], [-0.233, 0.620, -0.188], [0.142, 0.021, 0.126], [0.013, 0.090, -0.397], [-0.066, -0.700, -0.201], [0.514, 0.185, -0.413], [0.235, 0.009, -0.131], [0.840, 0.451, -0.009], [0.110, -0.074, -0.096], [0.256, 0.241, 0.371], [-0.124, 0.400, 0.400], [-0.114, 0.352, 0.280], [0.062, -0.032, 0.304], [-0.024, -0.185, -0.494], [-0.119, -0.433, -0.663], [-0.062, 0.278, -0.378], [-0.501, 0.087, -0.481], [0.009, 0.018, -0.136], [-0.021, 0.180, 0.074], [0.263, 0.393, -0.602], [-0.479, 0.591, 0.043], [-0.114, -0.013, 0.316]],
  "lowdin_charge": [0.5689, 0.5634, 0.5173, 0.5784, 0.5110, 0.4919, 0.5048, 0.5316, 0.5017, 0.4799, 0.5721, 0.5420, -0.5983, -0.7236, -0.6163, -0.5996, -0.6243, -0.7493, -0.6462, -0.7123, -0.7121, -0.6412, -0.6755, -0.6463, 0.0638, 0.0646, 0.0643, 0.0664, 0.0640, 0.0687, 0.0649, 0.0728, 0.0585, 0.0694, 0.0704, 0.0537, 0.0634, 0.0613, 0.0666, 0.0658, 0.0631, 0.0664, 0.0754, 0.0679, 0.0664, 0.0699, 0.0726, 0.0615],
  "multiplicity": 1,
  "e_above_lowest_kcal_mol": 37.8,
  "smiles": "ClCCCl.ClCCCl.ClCCCl.ClCCCl.ClCCCl.ClCCCl",
  "homo_energy_ev": -10.708,
  "max_force_ha_per_bohr": 0.0404
}


No. 2
{
  "formula": "C7H23BrCuN7O4",
  "method": "the ωB97M-V functional and the def2-TZVPD basis",
  "species": ["Br", "Cu", "O", "O", "O", "O", "N", "N", "N", "N", "N", "N", "N", "C", "C", "C", "C", "C", "C", "C", "H", "H", "H", "H", "H", "H", "H", "H", "H", "H", "H", "H", "H", "H", "H", "H", "H", "H", "H", "H", "H", "H", "H"],
  "coordinates": [[-0.91723, -3.37075, -1.46568], [-0.48701, -0.84607, -0.63818], [1.25157, -0.73051, -2.25659], [0.15153, -1.52764, 1.33755], [-1.66193, 0.40058, -1.98343], [-2.09596, -0.36371, 0.78948], [-1.38697, 1.27629, -3.94820], [-1.84618, 2.65425, -2.40027], [3.28532, -0.28005, -2.99929], [-3.62513, -1.27867, 2.18928], [3.14829, -1.64202, -1.38447], [0.67869, 0.93069, -0.09993], [-2.84553, 0.62436, 2.67099], [0.69273, -0.33362, 1.96319], [2.51296, -0.90952, -2.22435], [-0.13077, -2.44430, 2.32186], [2.26276, 1.71927, 1.48110], [1.56239, 0.46337, 0.90821], [-1.63944, 1.40851, -2.70990], [-2.78908, -0.32659, 1.83522], [0.42603, -2.64374, 3.23745], [2.57204, -2.23021, -0.79960], [1.58287, 2.54409, 1.69443], [0.35260, 1.79730, 0.30350], [-3.60062, -2.25354, 1.92636], [-1.72225, 0.36218, -4.21672], [-1.60338, 2.05324, -4.55615], [-1.03362, -2.02754, 2.76824], [-0.13496, 0.31380, 2.25281], [-3.43874, 0.54570, 3.48464], [-2.04749, 3.09076, -1.51200], [1.27162, -0.56134, 2.85824], [2.92653, 0.29589, -3.74739], [-0.61839, -3.33729, 1.93085], [1.31920, 1.37377, -0.74299], [2.78941, 1.49948, 2.40977], [-1.86660, 3.30645, -3.17120], [4.15646, -1.62554, -1.44297], [-2.65113, 1.58226, 2.41657], [3.00963, 2.16333, 0.82300], [-4.29958, -1.04271, 2.90310], [4.26423, -0.30802, -2.75221], [2.22516, -0.32235, 0.54561]],
  "forces_ev_per_a": [[0.205, 1.618, 0.722], [-0.153, -0.737, -1.340], [1.270, -0.646, 0.425], [3.487, 1.525, -0.169], [-0.164, 0.504, 0.843], [-0.630, 0.568, 1.250], [0.467, -1.483, -5.540], [-0.668, 4.184, 1.648], [3.395, 3.181, -3.783], [-2.006, -2.723, 0.867], [0.898, -2.469, 3.020], [-0.458, 0.387, -1.093], [0.229, 5.734, 3.637], [0.428, 1.130, -0.939], [-6.343, 0.559, 0.486], [-4.183, -1.088, 1.340], [0.722, -0.792, 0.773], [0.144, -0.859, 2.931], [-0.107, -2.183, 3.888], [1.129, -3.090, -4.919], [1.439, 0.201, -0.818], [0.637, -0.281, 0.147], [-0.427, -0.223, 0.105], [-1.406, -0.023, 0.201], [0.264, 0.402, -0.488], [0.546, -0.101, -0.849], [0.075, -0.488, -0.304], [-0.457, 0.198, 0.731], [-0.233, -0.060, 0.179], [0.259, 0.069, -0.165], [0.080, -0.819, 0.018], [0.103, -0.278, -0.162], [0.237, -0.065, 0.274], [1.017, -0.289, -0.581], [-0.121, -0.539, -1.400], [0.037, 0.000, 0.069], [-0.033, 0.024, 0.408], [-0.365, -0.881, 0.621], [0.287, -0.291, -0.162], [0.023, -0.349, -0.352], [0.095, -0.467, -0.209], [-0.081, 0.422, -0.960], [0.365, 0.515, -0.349]],
  "lowdin_charge": [-0.0755, 0.4192, -0.0651, -0.2755, -0.0198, -0.0263, 0.1922, 0.1953, 0.1962, 0.1916, 0.1978, 0.0406, 0.1907, -0.1259, -0.7376, -0.1225, -0.0293, -0.3878, -0.7311, -0.7059, 0.1093, 0.1317, 0.0844, 0.0981, 0.1360, 0.1479, 0.1238, 0.0728, 0.1132, 0.1290, 0.1273, 0.1330, 0.1432, 0.0966, 0.1070, 0.0850, 0.1168, 0.1315, 0.1368, 0.0856, 0.1166, 0.1271, 0.1261],
  "multiplicity": 2,
  "e_above_lowest_kcal_mol": 79.7,
  "s_squared": 0.755,
  "charge": 1,
  "homo_energy_ev": [-10.818, -10.724],
  "max_force_ha_per_bohr": 0.1321
}


No. 3
{
  "formula": "C5H12N2",
  "method": "the ωB97M-V functional and the def2-TZVPD basis",
  "species": ["N", "N", "C", "C", "C", "C", "C", "H", "H", "H", "H", "H", "H", "H", "H", "H", "H", "H", "H"],
  "coordinates": [[-0.07661, 0.79899, 0.25792], [-0.20202, 2.22343, -0.02667], [-1.00864, -0.11588, -0.44927], [2.23688, -0.34444, 0.63089], [-2.21520, -0.66390, 0.31841], [1.08078, 0.08733, -0.38152], [0.11534, -1.11077, -0.74472], [1.51083, 0.60477, -1.30110], [0.48118, -1.86568, -0.05768], [0.06430, -1.36584, -1.75886], [-2.64234, -1.28707, -0.44497], [-0.97768, 2.40767, 0.62085], [2.38607, 0.60163, 1.32631], [-2.99994, 0.08518, 0.54601], [3.06031, -0.75472, 0.14229], [0.58699, 2.72004, 0.36321], [1.77861, -1.11960, 1.16745], [-1.87660, -1.19530, 1.17842], [-1.30227, 0.29417, -1.38696]],
  "forces_ev_per_a": [[1.607, -1.105, -0.257], [-1.487, -0.828, 0.031], [-0.176, -0.145, 1.912], [-2.812, 4.045, 0.200], [0.068, 1.549, -1.249], [1.018, -0.009, -0.499], [1.398, 2.161, 1.022], [-0.635, -0.294, 1.079], [-1.233, -0.670, -0.055], [0.418, -0.957, -1.295], [-0.575, -0.937, 0.075], [0.327, 0.730, -0.397], [0.330, -2.166, -1.343], [0.608, -0.226, 0.136], [1.708, -0.118, -0.786], [0.319, -0.262, 0.274], [-0.403, -0.934, 1.390], [-0.056, -0.435, 0.634], [-0.424, 0.603, -0.874]],
  "lowdin_charge": [-0.1618, 0.0361, -0.3711, -0.0448, -0.0447, -0.3197, -0.0797, 0.1448, 0.0996, 0.0840, 0.0670, 0.0781, 0.1148, 0.0796, 0.0394, 0.0622, 0.0281, 0.0650, 0.1232],
  "multiplicity": 1,
  "e_above_lowest_kcal_mol": 67.1,
  "smiles": "C[C@@H]1C[C@H](C)N1N",
  "homo_energy_ev": -7.953,
  "max_force_ha_per_bohr": 0.0959
}